A structure of composition C16H25AlB3Cl3FNaO9S, computed with ωB97M-V/def2-TZVPD.

ORCA input file:
```
! RIJCOSX wB97M-V def2-TZVPD def2/J DEFGRID3
* xyz 0 1
C 3.964 -0.449 1.223
C 3.241 0.774 0.624
C 1.781 0.517 0.575
O 1.185 -0.100 1.527
O 1.228 0.912 -0.505
C -0.191 0.847 -0.649
C -0.553 2.018 -1.597
B -0.998 3.239 -0.745
O -0.134 3.900 0.137
B -0.628 3.810 1.413
S 0.585 3.724 2.766
O -2.007 3.805 1.664
B -2.826 3.630 0.558
C -4.370 3.305 0.665
C -4.606 2.111 -0.313
C -5.622 1.091 0.181
C -5.522 -0.147 -0.784
C -5.348 0.598 1.603
O -2.313 3.741 -0.732
H 3.998 -0.422 2.312
H 3.484 -1.372 0.911
H 4.993 -0.471 0.876
H 3.546 0.976 -0.413
H 3.426 1.631 1.278
H -0.725 0.977 0.299
H -0.502 -0.065 -1.159
H 0.338 2.292 -2.172
H -1.375 1.730 -2.251
H -0.025 2.923 3.651
H -4.682 3.107 1.687
H -4.919 4.170 0.243
H -4.950 2.503 -1.271
H -3.666 1.587 -0.509
H -6.650 1.446 0.083
H -5.211 -1.041 -0.252
H -6.426 -0.298 -1.355
H -4.739 0.055 -1.518
H -4.290 0.347 1.745
H -5.905 -0.334 1.729
H -5.700 1.264 2.376
F 2.700 0.788 -2.210
C 6.229 -6.028 -0.961
C 5.660 -5.238 -0.043
C 5.564 -3.745 -0.224
O 5.012 -3.101 0.655
C 6.130 -3.155 -1.417
C 6.703 -3.944 -2.338
C 6.777 -5.441 -2.171
O 7.298 -6.086 -3.060
O 7.242 -3.476 -3.452
O 5.139 -5.701 1.088
H 6.300 -7.100 -0.842
H 6.068 -2.081 -1.530
H 7.580 -4.254 -3.937
H 4.798 -4.919 1.563
Na -3.830 6.064 0.103
Al 0.284 -1.741 1.114
Cl -7.931 0.756 2.656
Cl -8.530 2.351 3.770
Cl -6.079 -2.282 -2.669
*
```

Values from the calculation:
- HOMO energy: -5.626 eV
- LUMO energy: -3.21 eV

=====

A structure of composition C10H20O20S5Ti, computed with ωB97M-V/def2-TZVPD.

ORCA input file:
```
! RIJCOSX wB97M-V def2-TZVPD def2/J DEFGRID3
* xyz 1 4
Ti 0.949 -1.603 -0.510
C -0.119 -3.648 3.939
C -0.881 -2.411 3.436
O 0.109 -1.662 2.641
S 1.477 -2.430 2.618
O 2.297 -1.966 3.656
O 1.999 -2.457 1.288
O 0.891 -3.846 2.926
H -0.759 -4.521 3.969
H 0.399 -3.414 4.868
H -1.222 -1.749 4.223
H -1.636 -2.673 2.702
C -3.346 -2.731 -1.831
C -1.987 -2.062 -1.958
O -1.195 -2.649 -0.916
S -1.878 -4.019 -0.369
O -2.461 -3.703 0.886
O -0.975 -5.085 -0.510
O -2.970 -4.101 -1.494
H -3.860 -2.814 -2.781
H -3.923 -2.329 -1.001
H -2.086 -0.987 -1.822
H -1.529 -2.246 -2.928
C -2.556 2.984 1.203
C -1.310 3.011 2.128
O -0.499 1.899 1.734
S -1.420 0.849 1.011
O -2.212 0.126 1.920
O -0.644 0.159 0.049
O -2.291 1.931 0.263
H -2.731 3.917 0.679
H -3.431 2.741 1.806
H -1.549 2.991 3.191
H -0.724 3.923 2.012
C 5.096 2.797 -0.300
C 4.796 2.305 1.130
O 3.436 1.816 1.110
S 2.832 1.721 -0.332
O 1.849 2.728 -0.470
O 2.482 0.384 -0.650
O 4.144 2.081 -1.122
H 6.031 2.381 -0.655
H 4.999 3.873 -0.385
H 4.795 3.102 1.867
H 5.461 1.508 1.453
C -1.407 1.787 -3.876
C -0.323 2.422 -3.010
O 0.883 1.795 -3.510
S 0.566 0.268 -3.667
O 0.516 -0.325 -2.374
O 1.356 -0.328 -4.656
O -0.938 0.447 -4.155
H -1.503 2.289 -4.836
H -2.381 1.752 -3.393
H -0.416 2.302 -1.933
H -0.202 3.473 -3.263
*
```

Values from the calculation:
- HOMO energy (alpha / beta): -7.555 / -13.826 eV
- LUMO energy (alpha / beta): -2.10 / -2.11 eV

=====

An isolated molecule of H2N4O3, computed with ωB97M-V/def2-TZVPD.

ORCA input file:
```
! RIJCOSX wB97M-V def2-TZVPD def2/J DEFGRID3
* xyz 0 1
N 0.186 -0.588 -0.040
N 0.272 0.724 1.732
N -0.305 0.383 0.550
N -0.216 0.044 -2.318
O -0.624 -0.818 -1.241
O 1.047 -1.392 0.313
O -0.878 -0.040 -3.283
H 0.469 -0.021 2.340
H 0.049 1.708 1.947
*
```

Values from the calculation:
- HOMO energy: -9.497 eV
- LUMO energy: -0.31 eV

=====

Max |F|? In order: 2.03, 1.21, 2.50 eV Å⁻¹.
Molecular weight? In order: 601.199, 668.452, 106.041 g mol⁻¹.